34
Properties=species:S:1:pos:R:3:nbo_charge:R:1 method="wB97M-V/def2-TZVPD" de_lowest_kj_mol=202.57 total_charge=-2 spin_multiplicity=6 orbital_gap_ev="3.045 / 4.443" energy_ha=-2000.84858 max_force_ev_per_a=5.5
C -1.383 -3.017 -0.241 -0.354
C -1.295 -2.329 -1.482 -0.386
C -1.992 -1.090 -1.360 -0.373
C -2.499 -1.008 -0.034 -0.334
C -2.116 -2.195 0.662 -0.372
Mn -0.108 -1.053 0.215 1.013
C 1.564 -0.768 -1.562 -0.629
C 1.949 -1.934 -1.030 0.172
C 2.469 -3.113 -0.756 -0.535
N 0.890 -1.661 1.462 -1.462
H -2.103 -0.334 -2.140 0.193
H -0.783 -2.695 -2.375 0.194
H -3.061 -0.175 0.390 0.203
H -2.338 -2.427 1.704 0.205
H -0.936 -3.984 -0.008 0.203
H 0.867 -0.733 -2.408 0.227
H 1.429 -2.194 2.156 0.287
H 2.002 0.179 -1.228 0.222
H 3.273 -3.506 -1.393 0.171
H 2.126 -3.719 0.087 0.234
C 0.866 2.984 -0.942 -1.149
Si 0.012 2.221 0.531 1.920
C 1.159 2.188 2.006 -1.161
C -1.469 3.260 0.994 -1.143
O -0.493 0.733 0.263 -1.297
H 1.152 4.025 -0.686 0.199
H 0.175 2.993 -1.809 0.223
H 1.783 2.419 -1.193 0.227
H 1.483 3.219 2.251 0.178
H 0.621 1.757 2.880 0.239
H 2.045 1.562 1.776 0.243
H -2.183 3.290 0.146 0.219
H -1.968 2.813 1.880 0.230
H -1.139 4.290 1.241 0.191